No. 1
Entry from OMol25: the ion C4H12N3 with charge +1 at a distorted geometry (wB97M-V/def2-TZVPD).

Properties
Relative energy (zero: lowest compared OMol25 entry of this formula, charge and spin) = 4.996 eV
E_HOMO = -14.13 eV
Total charge = +1
Multiplicity = 1
SMILES = C=C[C@H](C)[NH2+]NN
LUMO level = -0.118 hartree
Calculated total energy = -8802.7387 eV
Kohn-Sham gap = 10.90 eV

```
19
C4H12N3 wB97M-V/def2-TZVPD
C -1.935 1.606 -1.227
C -0.727 1.537 -0.658
C -0.124 0.258 0.066
C 0.569 0.786 1.321
N 0.770 -0.585 -0.831
N 1.309 -2.077 -0.199
N 0.381 -2.547 0.615
H -2.661 0.856 -1.316
H -2.229 2.526 -1.699
H -0.096 2.396 -0.476
H -0.912 -0.457 0.297
H 1.327 1.571 0.996
H -0.007 1.389 1.931
H 0.925 -0.061 1.921
H 1.596 -0.133 -1.214
H 0.082 -0.933 -1.568
H 2.149 -1.859 0.157
H -0.029 -2.167 1.466
H -0.190 -3.409 0.278
```

=====

No. 2
Entry from OMol25: the ion C4H12N3 with charge +1 at a distorted geometry (wB97M-V/def2-TZVPD).

Properties
Relative energy (zero: lowest compared OMol25 entry of this formula, charge and spin) = 3.953 eV
E_HOMO = -13.45 eV
Total charge = +1
Multiplicity = 1
SMILES = NCCC(=[NH2+])CN
LUMO level = -0.238 hartree
Calculated total energy = -8803.7812 eV
Kohn-Sham gap = 6.99 eV

```
19
C4H12N3 wB97M-V/def2-TZVPD
N 3.063 -0.357 0.063
C 1.733 -0.175 -0.502
C 0.733 0.136 0.627
C -0.645 0.495 0.320
N -0.969 1.832 0.050
C -1.821 -0.389 0.577
N -2.130 -1.266 -0.546
H 3.647 -1.003 -0.452
H 3.500 0.555 0.045
H 1.751 0.529 -1.333
H 1.312 -1.110 -0.894
H 1.093 1.096 1.031
H 0.881 -0.610 1.408
H -1.919 1.962 0.394
H -1.084 1.934 -0.970
H -1.658 -1.042 1.442
H -2.690 0.246 0.737
H -2.765 -2.037 -0.568
H -2.032 -0.797 -1.427
```

=====

No. 3
Entry from OMol25: a cluster of 2 separate species, C4H12N3 in total at a distorted geometry (wB97M-V/def2-TZVPD).

Properties
Relative energy (zero: lowest compared OMol25 entry of this formula, charge and spin) = 4.088 eV
E_HOMO = -12.93 eV
Total charge = +1
Multiplicity = 1
LUMO level = -0.115 hartree
Calculated total energy = -8803.6462 eV
Kohn-Sham gap = 9.79 eV

```
19
C4H12N3 wB97M-V/def2-TZVPD
C -0.666 -0.814 -0.239
C -1.420 -0.440 -2.517
C 1.275 0.711 0.908
C 0.201 -0.117 1.554
N -0.761 -0.118 -1.258
N 0.561 -1.143 2.354
N 0.630 1.667 0.037
H -0.765 -1.851 -0.126
H -1.847 -1.499 -2.631
H -0.757 -0.200 -3.341
H -2.222 0.231 -2.700
H 1.850 0.107 0.256
H 1.779 1.336 1.535
H -0.623 0.357 1.955
H -0.059 -1.678 2.860
H 1.294 -1.766 2.147
H 0.281 2.438 0.688
H -0.240 0.767 -1.013
H 1.489 2.011 -0.466
```

=====

No. 4
Entry from OMol25: a cluster of 2 separate species, C4H12N3 in total at a distorted geometry (wB97M-V/def2-TZVPD).

Properties
Relative energy (zero: lowest compared OMol25 entry of this formula, charge and spin) = 4.256 eV
E_HOMO = -13.67 eV
Total charge = +1
Multiplicity = 1
LUMO level = -0.111 hartree
Calculated total energy = -8803.4786 eV
Kohn-Sham gap = 10.64 eV

```
19
C4H12N3 wB97M-V/def2-TZVPD
C -2.947 0.308 0.704
C -2.098 0.530 -0.278
C -0.548 -1.761 -0.544
C -0.528 -0.409 -0.195
N 0.390 1.696 0.161
N 0.483 0.285 0.154
N 3.047 0.071 -0.118
H -3.935 0.747 0.896
H -2.589 -0.314 1.452
H -2.037 1.127 -1.225
H -0.348 -1.888 -1.566
H 0.147 -2.471 -0.055
H -1.532 -2.220 -0.296
H 1.126 2.166 0.660
H -0.613 1.963 0.353
H 1.596 0.125 0.187
H 3.283 -0.613 -0.811
H 3.764 0.817 -0.330
H 3.340 -0.159 0.850
```

=====

No. 5
Entry from OMol25: a cluster of 2 separate species, C4H12N3 in total at a distorted geometry (wB97M-V/def2-TZVPD).

Properties
Relative energy (zero: lowest compared OMol25 entry of this formula, charge and spin) = 8.728 eV
E_HOMO (alpha / beta) = -14.24 / -13.26 eV
Total charge = +1
Multiplicity = 1
LUMO level (alpha / beta) = -0.156 / -0.206 hartree
Calculated total energy = -8799.0061 eV
Kohn-Sham gap (alpha / beta) = 10.01 / 7.64 eV

```
19
C4H12N3 wB97M-V/def2-TZVPD
C -1.229 0.710 0.143
C -1.870 -2.077 0.901
C 2.309 -0.079 -0.065
C 0.969 0.138 -0.590
N -1.940 1.919 0.252
N -1.699 1.272 -1.086
N 0.230 0.854 0.450
H -1.796 -2.662 0.029
H -2.736 -1.594 0.963
H -1.424 -2.347 1.811
H 2.803 0.904 0.121
H 2.302 -0.610 0.895
H 3.097 -0.672 -0.580
H 0.337 -0.757 -0.751
H 0.768 0.733 -1.663
H -2.921 1.900 0.540
H -0.987 1.823 -1.609
H 0.431 1.935 0.598
H 0.413 0.225 1.229
```

=====

No. 6
Entry from OMol25: the ion C4H12N3 with charge +1 at a distorted geometry (wB97M-V/def2-TZVPD).

Properties
Relative energy (zero: lowest compared OMol25 entry of this formula, charge and spin) = 4.602 eV
E_HOMO = -13.77 eV
Total charge = +1
Multiplicity = 1
LUMO level = -0.261 hartree
Calculated total energy = -8803.1320 eV
Kohn-Sham gap = 6.68 eV

```
19
C4H12N3 wB97M-V/def2-TZVPD
C 1.728 0.255 0.534
C 0.556 0.354 -0.321
C -0.782 0.663 0.130
C -1.797 -0.512 -0.163
N -1.212 -1.789 0.216
N -1.368 1.915 -0.197
N 2.814 -0.621 0.129
H 2.112 1.302 0.547
H 1.508 0.043 1.581
H 0.802 0.623 -1.362
H -0.229 -1.817 0.002
H -1.997 -0.406 -1.239
H -2.688 -0.351 0.435
H -1.706 -2.602 -0.116
H -0.797 0.523 1.217
H -1.750 1.990 -1.130
H -0.825 2.735 0.037
H 2.903 -0.779 -0.867
H 2.729 -1.527 0.568
```